No. 1
12
Properties=species:S:1:pos:R:3:forces:R:3 method="wB97M-V/def2-TZVPD" de_lowest_ev=4.034 lumo_energy_ev=-0.01 total_charge=0 total_energy_ha=-644.66278 orbital_gap_ev=9.8
C 0.330 -0.531 -0.028 -1.78 1.32 -3.77
C -0.063 0.332 2.192 -0.86 2.04 1.08
C 0.111 0.153 -1.520 0.84 -2.29 1.24
N -0.111 0.330 0.781 0.99 -1.12 -0.36
O -0.262 -0.598 -2.627 -0.95 -1.23 -0.34
F -1.680 -1.005 -2.500 0.45 0.24 0.42
I 1.887 0.685 -2.467 1.47 0.54 0.01
H 0.622 -1.619 -0.157 0.11 1.19 1.25
H 0.323 1.377 2.451 -0.24 -1.59 0.10
H 0.386 -0.454 2.746 1.22 -0.82 0.09
H -1.081 0.309 2.597 -0.18 0.33 -0.34
H -0.461 1.022 -1.467 -1.06 1.39 0.61

---

No. 2
150
Properties=species:S:1:pos:R:3:forces:R:3 method="wB97M-V/def2-TZVPD" de_lowest_ev=0.878 lumo_energy_ev=0.05 total_charge=0 total_energy_ha=-3596.63146 orbital_gap_ev=7.3
C 1.941 -1.040 -4.759 1.03 0.34 -0.97
S 0.309 -0.773 -4.123 -0.16 -0.02 0.15
O -0.563 -1.067 -5.289 -0.24 0.15 -0.13
C 0.080 -2.216 -3.080 0.09 -0.46 -0.61
H 2.041 -0.270 -5.534 -0.16 0.07 0.15
H 2.031 -1.971 -5.323 -0.24 -0.23 0.40
H 2.797 -0.880 -4.103 -0.33 -0.19 0.42
H 0.644 -2.239 -2.154 -0.06 0.26 0.09
H 0.324 -3.094 -3.682 0.10 0.06 -0.02
H -1.000 -2.234 -2.950 0.03 0.01 0.39
C -4.705 6.073 3.365 -0.21 0.06 0.02
S -3.527 5.307 2.245 0.46 -0.58 1.26
O -3.885 5.552 0.838 -0.09 0.19 -0.28
C -2.131 6.344 2.723 -0.03 0.05 -0.95
H -5.619 5.486 3.287 -0.13 0.20 -0.05
H -4.872 7.131 3.169 -0.06 -0.05 -0.27
H -4.322 5.973 4.382 0.07 -0.13 -0.08
H -2.050 6.300 3.803 0.20 0.08 0.07
H -2.264 7.356 2.336 -0.21 0.06 0.26
H -1.255 5.945 2.212 0.06 -0.14 0.24
C -4.119 3.474 5.805 -0.37 -0.36 0.82
S -3.608 1.893 6.516 -0.26 -0.39 -0.39
O -4.711 0.956 6.155 0.10 0.06 0.35
C -2.297 1.542 5.325 -0.09 0.63 0.30
H -4.874 3.836 6.504 0.05 0.15 -0.02
H -4.637 3.245 4.876 0.43 0.19 -0.32
H -3.272 4.156 5.799 -0.09 0.10 -0.37
H -1.615 0.803 5.731 -0.05 -0.15 -0.03
H -1.773 2.486 5.163 0.17 -0.20 -0.18
H -2.804 1.195 4.429 0.09 -0.03 -0.12
C -0.580 0.152 2.735 -0.28 -0.27 -1.20
C 0.307 0.175 1.469 -0.54 0.74 0.11
C -0.198 -0.809 0.427 0.17 -1.23 -0.69
C -1.456 -0.401 -0.345 0.79 0.26 0.67
C -1.259 0.987 -0.975 -0.36 -1.49 0.18
C -0.747 2.011 0.022 -1.67 1.13 0.41
N 0.329 1.501 0.837 0.65 -0.61 -1.31
O 0.968 2.485 1.591 -0.44 0.12 0.31
C -0.271 3.222 -0.761 0.91 0.49 -0.70
C -1.955 2.528 0.866 0.18 -0.13 0.64
C 1.745 -0.103 1.790 1.19 -1.24 1.26
H -0.380 1.059 3.302 0.09 -0.38 0.61
H -0.461 -0.813 3.228 0.33 0.34 0.59
H -1.631 0.162 2.435 0.04 0.20 0.02
H 0.628 -1.030 -0.265 -0.11 0.54 -0.17
H -0.360 -1.818 0.838 -0.09 0.34 0.53
H -2.298 -0.416 0.354 -0.10 0.12 -0.17
H -1.652 -1.158 -1.103 -0.15 0.07 -0.05
H -2.251 1.250 -1.348 0.27 0.59 -0.18
H -0.573 0.874 -1.818 0.03 0.21 0.03
H -0.958 3.562 -1.541 -0.37 -0.32 0.24
H -0.072 4.096 -0.138 0.06 -0.15 0.12
H 0.650 2.975 -1.302 0.03 0.02 0.24
H -2.585 1.766 1.336 0.02 -0.20 -0.47
H -1.605 3.094 1.744 0.08 0.22 -0.30
H -2.572 3.192 0.263 -0.10 0.00 0.07
H 2.358 -0.272 0.906 -0.12 0.36 -0.16
H 1.886 -1.005 2.409 -0.46 -0.12 -0.28
H 2.216 0.645 2.428 -0.18 0.36 -0.36
H 0.326 2.789 2.255 0.09 0.05 0.02
C -2.052 7.032 -1.497 0.50 0.20 -0.53
C -3.036 7.269 -2.664 0.14 0.84 0.89
C -2.481 6.520 -3.884 -0.42 0.37 0.68
C -3.546 6.247 -4.911 -0.70 -0.31 -1.23
C -4.824 5.649 -4.326 0.06 -0.47 0.35
C -5.418 6.422 -3.143 -0.65 -0.15 0.06
N -4.329 6.756 -2.267 0.63 -1.07 0.41
O -4.754 7.239 -1.008 0.07 0.45 -0.53
C -6.238 7.628 -3.657 0.83 0.40 0.05
C -6.345 5.476 -2.358 -0.76 -0.15 -0.81
C -3.056 8.800 -2.889 0.26 -0.36 -0.77
H -2.239 7.716 -0.671 -0.12 -0.15 0.11
H -1.048 7.264 -1.875 -0.03 0.00 0.08
H -2.031 5.996 -1.157 -0.25 0.03 0.02
H -1.682 7.166 -4.249 0.12 -0.29 -0.31
H -2.044 5.590 -3.511 -0.03 -0.10 -0.20
H -3.205 5.547 -5.686 0.24 0.02 0.22
H -3.828 7.122 -5.512 0.21 0.24 0.40
H -4.645 4.623 -3.975 0.25 0.13 0.01
H -5.592 5.538 -5.097 0.04 0.19 -0.04
H -7.207 7.357 -4.074 0.03 -0.17 -0.06
H -6.390 8.371 -2.870 -0.08 -0.19 0.13
H -5.631 8.126 -4.421 -0.33 0.05 -0.13
H -5.805 4.820 -1.680 0.10 0.20 0.18
H -7.145 6.029 -1.865 0.28 -0.01 0.41
H -6.876 4.820 -3.064 0.14 0.12 -0.04
H -2.072 9.111 -3.255 -0.02 0.14 0.22
H -3.290 9.324 -1.967 -0.15 0.06 0.00
H -3.765 9.062 -3.677 -0.09 0.09 0.15
H -4.339 6.612 -0.388 -0.37 0.16 0.07
C -0.921 -7.033 2.980 -0.34 0.79 1.29
C -0.153 -6.644 1.742 1.04 -0.22 -0.49
C 0.579 -7.933 1.253 0.02 0.16 0.24
C 0.958 -7.968 -0.211 0.28 -1.01 -0.91
C -0.262 -7.578 -1.028 -0.34 0.09 0.37
C -0.788 -6.176 -0.689 0.70 -0.07 -0.88
N -1.062 -6.185 0.723 -1.23 -1.15 0.08
O -2.040 -5.286 1.195 0.44 0.48 -0.18
C 0.242 -5.140 -1.193 -0.08 -0.04 0.04
C -2.055 -5.932 -1.477 -1.06 0.44 0.08
C 0.881 -5.549 2.066 0.73 0.36 0.12
H -0.359 -7.667 3.669 0.22 -0.15 -0.31
H -1.884 -7.503 2.790 0.09 -0.14 -0.27
H -1.112 -6.125 3.565 -0.28 -0.15 -0.10
H 1.451 -8.062 1.897 -0.02 -0.03 -0.02
H -0.070 -8.791 1.451 -0.13 0.09 -0.06
H 1.167 -9.002 -0.526 -0.02 -0.04 0.44
H 1.911 -7.503 -0.482 -0.33 0.70 0.21
H -1.039 -8.279 -0.698 -0.09 0.05 -0.28
H -0.155 -7.695 -2.107 0.27 0.09 0.02
H 1.252 -5.385 -0.868 0.03 0.19 0.14
H 0.255 -5.151 -2.285 -0.03 0.00 0.01
H -0.043 -4.136 -0.873 0.12 0.01 0.09
H -2.414 -4.914 -1.293 0.03 -0.06 -0.07
H -1.920 -6.030 -2.554 0.32 -0.07 0.05
H -2.884 -6.596 -1.210 0.21 -0.13 0.14
H 1.019 -4.867 1.230 -0.28 0.08 -0.04
H 1.893 -5.929 2.230 -0.09 -0.26 0.29
H 0.612 -4.950 2.938 -0.08 -0.03 -0.07
H -2.860 -5.787 1.128 -0.04 0.05 0.11
C 9.558 -3.769 0.704 -0.41 0.35 -0.24
C 8.106 -4.035 0.271 0.04 -1.33 -0.35
C 7.609 -5.170 1.168 -0.34 -0.55 0.88
C 6.092 -5.315 1.232 0.14 0.06 -0.52
C 5.461 -3.970 1.567 0.28 -0.56 0.26
C 5.816 -2.897 0.539 -0.19 -0.65 0.13
N 7.273 -2.874 0.488 0.40 0.80 1.04
O 7.765 -1.736 -0.206 -0.07 -0.33 -0.46
C 5.082 -3.205 -0.774 0.76 1.05 -0.48
C 5.336 -1.579 1.084 -0.23 1.07 0.38
C 8.101 -4.551 -1.183 1.24 1.22 -0.42
H 9.600 -3.629 1.783 0.06 0.23 -0.01
H 9.954 -2.900 0.178 0.15 -0.06 0.09
H 10.167 -4.635 0.452 0.05 -0.03 0.01
H 8.052 -6.125 0.869 0.08 0.17 -0.30
H 7.959 -5.043 2.200 0.01 0.35 -0.10
H 5.823 -6.084 1.960 -0.02 0.08 0.05
H 5.724 -5.670 0.262 -0.09 0.00 0.10
H 5.846 -3.643 2.539 -0.13 0.00 0.00
H 4.382 -4.082 1.634 -0.20 0.17 0.03
H 5.313 -2.413 -1.499 -0.04 -0.01 0.10
H 5.445 -4.114 -1.240 -0.46 -0.29 0.11
H 4.009 -3.155 -0.597 -0.06 -0.44 -0.11
H 5.602 -0.732 0.452 -0.02 -0.12 -0.17
H 4.252 -1.554 1.214 0.01 -0.23 -0.13
H 5.756 -1.360 2.070 0.14 -0.21 -0.04
H 9.067 -5.021 -1.396 -0.37 -0.70 0.19
H 8.198 -3.688 -1.855 -0.66 -0.03 0.03
H 7.255 -5.175 -1.440 0.00 -0.11 -0.09
H 8.299 -1.285 0.455 -0.09 0.08 0.03

---

No. 3
147
Properties=species:S:1:pos:R:3:forces:R:3 method="wB97M-V/def2-TZVPD" multiplicity=2 s2=0.755 lumo_energy_ev="3.12 / 3.12" total_charge=-2 total_energy_ha=-4672.42099 orbital_gap_ev="7.3 / 8.1"
C -24.778 -10.604 19.117 1.44 0.83 -0.58
C -25.142 -10.421 17.582 -0.62 -0.80 1.94
C -25.659 -8.967 17.453 0.32 1.66 0.25
C -26.030 -8.595 16.048 0.20 -0.63 -0.25
C -24.823 -8.769 15.172 1.25 -0.97 -0.44
C -24.090 -10.169 15.307 0.66 -0.25 -1.82
N -23.926 -10.578 16.710 0.47 -4.28 1.94
O -23.281 -11.833 17.033 -2.31 4.81 -2.01
C -22.641 -10.070 14.556 -2.07 0.37 0.77
C -24.971 -11.169 14.485 0.63 -1.49 0.55
C -26.247 -11.536 17.334 0.48 0.65 0.40
H -23.858 -10.043 19.284 0.11 0.24 0.10
H -24.517 -11.577 19.533 -0.28 -0.47 -0.81
H -25.510 -10.171 19.799 -0.41 0.16 -0.42
H -24.918 -8.263 17.832 1.23 -0.39 -0.46
H -26.406 -8.483 18.082 -1.04 -1.64 0.69
H -26.451 -7.602 15.890 0.08 0.24 0.44
H -26.830 -9.284 15.779 -0.12 -0.12 -0.52
H -24.037 -8.026 15.309 -0.27 0.36 0.39
H -25.144 -8.701 14.132 0.23 -0.03 -0.28
H -21.936 -10.872 14.772 -0.22 0.08 0.45
H -22.228 -9.092 14.803 0.32 -0.25 0.07
H -22.869 -10.090 13.490 0.00 0.06 -0.19
H -24.520 -12.161 14.495 0.93 -0.05 -0.25
H -25.064 -10.881 13.438 -0.12 0.23 0.13
H -25.912 -11.536 14.894 -0.45 1.18 0.04
H -26.972 -11.317 16.550 -0.17 0.15 0.25
H -26.687 -11.628 18.327 -0.72 0.06 -0.27
H -25.856 -12.535 17.144 0.54 0.26 -0.16
P -20.504 -7.540 17.002 1.31 -1.42 0.76
F -19.646 -8.071 18.325 -0.46 0.66 -0.93
F -20.373 -8.984 16.327 0.71 -0.11 -1.18
F -21.827 -8.180 17.698 -0.63 1.63 -0.51
F -21.202 -6.844 15.695 -1.50 -1.90 -1.12
F -20.664 -6.102 17.549 -0.71 1.92 3.13
F -19.113 -7.021 16.354 1.32 -0.74 -0.51
P -21.538 -9.288 21.782 -0.66 0.12 -2.52
F -21.465 -10.846 21.344 1.13 -0.55 0.31
F -22.056 -8.975 20.279 -0.97 0.68 0.05
F -23.092 -9.628 22.141 -0.70 0.24 1.28
F -21.754 -7.776 22.315 -0.14 0.20 -0.29
F -20.983 -9.651 23.244 0.14 -0.39 0.19
F -20.112 -8.926 21.157 0.98 -0.39 1.45
C -26.001 -11.306 22.525 -0.38 1.00 -0.16
C -26.242 -10.884 23.996 0.67 -1.09 0.19
C -27.591 -11.530 24.277 0.65 1.18 -0.53
O -28.237 -11.434 22.995 -2.01 -0.71 0.35
C -27.386 -10.976 21.984 1.90 0.52 -0.19
H -25.863 -12.376 22.368 0.38 -0.07 0.47
H -25.235 -10.732 22.005 0.22 -0.16 0.26
H -26.351 -9.811 24.157 0.27 0.10 -0.52
H -25.473 -11.235 24.685 0.10 0.01 -0.05
H -28.119 -10.937 25.024 -0.44 0.04 -0.13
H -27.505 -12.533 24.693 -0.16 -0.39 -0.59
H -27.384 -9.900 21.804 -0.56 0.57 0.58
H -27.553 -11.331 20.967 -0.55 -0.97 0.31
C -25.729 -17.042 18.356 -0.78 0.93 -0.81
C -26.071 -15.503 18.013 -0.84 -0.43 0.66
C -25.604 -15.190 16.590 -0.24 -2.29 1.12
O -25.378 -16.571 16.123 1.81 -0.09 -2.02
C -25.875 -17.659 16.923 -0.80 2.52 0.91
H -26.443 -17.386 19.104 -0.29 -0.18 -0.23
H -24.767 -17.166 18.854 0.30 0.10 -0.64
H -25.645 -14.815 18.743 0.00 -0.07 0.01
H -27.155 -15.383 18.033 -0.14 -0.13 0.39
H -24.799 -14.465 16.716 1.21 -0.91 -0.69
H -26.238 -14.739 15.827 -0.77 -0.02 0.55
H -25.526 -18.648 16.627 1.30 0.41 0.25
H -26.923 -17.775 16.646 -0.64 0.22 0.46
C -30.300 -3.426 16.146 1.31 -0.28 1.98
C -28.792 -3.860 16.432 -1.30 0.74 -0.65
C -28.461 -4.606 15.106 1.66 1.41 1.41
O -29.498 -4.420 14.205 -1.79 0.35 -0.36
C -30.371 -3.304 14.654 0.80 -2.09 -0.25
H -30.536 -2.543 16.740 -0.01 0.29 -0.35
H -30.927 -4.206 16.578 -0.31 -0.15 -0.58
H -28.608 -4.405 17.358 -0.44 -0.34 -0.20
H -28.230 -2.936 16.571 0.30 -0.04 -0.41
H -28.157 -5.633 15.306 -0.56 -0.24 -0.41
H -27.594 -4.081 14.704 0.42 -0.22 -0.06
H -31.362 -3.568 14.284 0.08 0.36 -0.24
H -29.975 -2.388 14.217 -0.17 0.21 0.22
C -23.880 -14.415 21.483 -2.64 1.68 1.13
C -23.268 -15.615 21.042 1.51 -1.59 -1.16
C -22.472 -15.070 19.819 0.87 -0.47 -0.65
O -22.376 -13.589 19.836 -1.42 -2.51 1.84
C -22.899 -13.349 21.182 0.75 1.48 0.03
H -24.128 -14.478 22.543 -0.24 0.40 0.12
H -24.800 -14.329 20.905 -0.33 0.79 0.07
H -23.989 -16.398 20.807 0.22 -0.19 -0.10
H -22.644 -15.917 21.883 0.59 -0.62 -0.48
H -22.856 -15.394 18.851 -0.49 0.26 -0.04
H -21.517 -15.593 19.872 0.67 0.68 -0.10
H -23.319 -12.360 21.364 0.23 0.19 -0.80
H -22.059 -13.396 21.875 0.20 -0.15 0.17
C -28.476 -7.110 20.917 -0.27 1.44 -0.61
C -29.538 -6.710 19.897 -2.53 1.67 -0.17
C -30.674 -6.019 20.756 1.91 -1.44 1.20
O -30.623 -6.899 21.900 -0.43 0.05 1.40
C -29.262 -7.148 22.268 1.21 -0.76 -1.49
H -27.783 -6.269 20.902 0.36 -0.19 0.30
H -27.925 -7.990 20.586 -0.20 -0.12 0.45
H -30.070 -7.512 19.387 0.50 -0.21 -0.13
H -29.314 -5.897 19.206 0.88 -0.52 -0.51
H -31.697 -5.926 20.391 0.10 -0.72 -0.24
H -30.416 -5.011 21.079 0.43 0.26 -0.03
H -29.021 -8.116 22.708 -1.32 -0.53 -0.05
H -28.786 -6.516 23.018 -0.60 1.03 -0.17
C -16.017 -13.294 13.005 -0.47 0.93 0.22
C -16.662 -12.276 14.007 0.85 -1.56 -0.89
C -17.423 -11.083 13.409 2.88 0.50 -0.40
O -18.477 -10.951 14.260 -1.67 0.42 0.04
C -18.659 -12.079 14.927 -5.29 -1.36 3.91
O -19.658 -12.277 15.652 3.51 0.47 -2.66
O -17.689 -12.975 14.743 0.45 0.59 -0.59
H -16.799 -13.810 12.447 -0.18 -0.09 0.25
H -15.375 -14.038 13.476 -0.18 0.13 0.20
H -15.433 -12.787 12.237 0.19 0.28 0.15
H -15.959 -11.932 14.765 0.25 0.05 -0.19
H -17.615 -11.148 12.338 -0.78 -0.47 -0.02
H -16.839 -10.169 13.520 0.28 0.00 -0.09
C -21.747 -13.464 13.088 0.53 1.58 -1.47
C -21.326 -14.873 12.595 -4.14 1.18 3.21
C -21.422 -15.385 11.206 -0.34 1.66 -1.26
O -20.115 -15.818 10.910 1.25 -1.26 0.74
C -19.470 -15.979 12.120 3.98 -1.50 1.08
O -18.415 -16.637 12.365 -4.58 2.74 -1.69
O -20.092 -15.221 13.044 2.45 -1.45 0.32
H -20.982 -12.712 12.893 0.26 0.03 -0.49
H -22.002 -13.168 14.105 0.37 -1.55 0.68
H -22.650 -13.096 12.602 -0.06 -0.30 -0.68
H -22.105 -15.439 13.106 0.29 -0.69 0.62
H -21.671 -14.531 10.575 -0.14 -0.38 -0.61
H -22.149 -16.195 11.140 0.17 0.03 -0.33
C -25.515 -3.396 11.517 -0.97 -1.28 0.12
C -25.417 -4.430 12.669 1.60 1.63 -0.78
C -24.858 -5.836 12.489 -2.26 -0.81 -2.92
O -23.769 -5.974 13.298 0.62 -2.18 0.43
C -23.362 -4.800 13.685 4.44 1.66 3.25
O -22.277 -4.572 14.260 -4.20 -0.37 -2.43
O -24.323 -3.914 13.414 0.11 1.99 1.53
H -25.613 -2.404 11.959 0.03 -0.12 0.14
H -26.487 -3.666 11.104 0.02 0.43 -0.91
H -24.708 -3.366 10.784 -0.04 -0.37 0.08
H -26.400 -4.302 13.121 0.37 -0.56 0.92
H -24.532 -5.959 11.457 0.17 0.12 -0.34
H -25.600 -6.628 12.589 0.10 -0.04 0.73